Here is the molecule C6H10O at a distorted geometry from the Open Molecules 2025 dataset. Energies are from the ωB97M-V functional and the def2-TZVPD basis.

Values from the calculation:
energy above the lowest of the compared OMol25 structures with the same formula, charge and spin = 2.870 eV
highest occupied orbital energy = -9.49 eV
LUMO = 1.07 eV
SMILES = C[C@H]1C[C@H]2OC[C@@H]12
multiplicity = 1

Element x y z (Å)
C 1.639 -0.602 -0.404
C 0.782 0.338 0.435
C 0.113 1.509 -0.239
C -1.275 0.755 -0.189
O -1.546 -0.333 -1.078
C -1.256 -1.305 -0.058
C -0.641 -0.221 0.857
H 2.205 -1.251 0.275
H 2.364 -0.016 -0.980
H 1.092 -1.239 -1.104
H 1.535 0.907 1.014
H -0.043 2.330 0.473
H 0.961 1.925 -0.846
H -2.197 1.320 0.025
H -0.635 -2.125 -0.435
H -2.190 -1.743 0.337
H -0.907 -0.248 1.916

=====

Here is the molecule C4H8N2 at a distorted geometry from the Open Molecules 2025 dataset. Energies are from the ωB97M-V functional and the def2-TZVPD basis.

Values from the calculation:
energy above the lowest of the compared OMol25 structures with the same formula, charge and spin = 4.035 eV
highest occupied orbital energy = -6.42 eV
LUMO = 0.82 eV
multiplicity = 1

Element x y z (Å)
C -1.250 0.700 0.178
C -0.056 -1.276 0.270
C 1.262 -0.750 -0.028
C 0.115 1.329 -0.095
H -1.928 1.139 -0.595
H -1.554 0.787 1.258
H -1.096 -0.792 -1.308
H 0.142 -2.130 -0.225
H -0.200 -1.493 1.317
H 2.248 -1.077 -0.396
H 1.959 1.211 -0.320
H 0.344 2.396 0.184
N -1.204 -0.692 -0.289
N 1.218 0.648 0.047

=====

Here is a cluster of 2 separate species, C36H44F6N3S in total at a distorted geometry from the Open Molecules 2025 dataset. Energies are from the ωB97M-V functional and the def2-TZVPD basis.

Values from the calculation:
net charge = +1
highest occupied orbital energy = -10.67 eV
LUMO = -4.70 eV
multiplicity = 1

Element x y z (Å)
C 1.050 0.927 7.435
C 0.841 0.818 5.955
C -0.301 1.360 5.367
C -0.502 1.348 3.987
C -1.769 2.019 3.529
C 0.460 0.751 3.144
C 0.333 0.796 1.617
C 0.401 2.245 1.108
C -0.904 0.054 1.053
C -0.950 -1.400 1.279
C -2.139 -2.149 1.430
C -2.096 -3.410 2.136
C -0.857 -3.846 2.859
C -3.199 -4.249 2.146
C -4.404 -3.891 1.533
C -5.581 -4.816 1.580
C -4.475 -2.653 0.891
C -3.396 -1.781 0.816
C -3.622 -0.496 0.084
C 1.601 0.171 3.737
C 2.680 -0.480 2.909
C 1.771 0.199 5.120
H 1.972 0.417 7.730
H 1.123 1.977 7.751
H 0.213 0.483 7.989
H -1.055 1.831 6.002
H -1.850 2.182 2.455
H -2.653 1.445 3.851
H -1.860 3.005 4.013
H 1.203 0.291 1.176
H 1.364 2.683 1.398
H 0.339 2.287 0.012
H -0.388 2.873 1.537
H -1.807 0.515 1.472
H -0.918 0.210 -0.039
H -0.033 -1.827 1.698
H -1.078 -4.759 3.430
H -0.034 -4.094 2.173
H -0.502 -3.086 3.571
H -3.127 -5.212 2.660
H -6.438 -4.363 1.076
H -5.360 -5.775 1.094
H -5.867 -5.038 2.615
H -5.422 -2.364 0.424
H -4.556 -0.569 -0.493
H -3.760 0.354 0.769
H -2.826 -0.263 -0.631
H 3.496 -0.800 3.568
H 2.322 -1.380 2.387
H 3.111 0.202 2.162
H 2.665 -0.256 5.555
F 2.228 5.833 -7.950
C 3.227 5.257 -7.204
F 3.911 4.415 -8.029
F 4.087 6.268 -6.851
C 2.672 4.560 -5.988
C 2.912 3.207 -5.764
C 2.398 2.602 -4.604
N 2.739 1.270 -4.334
C 2.665 0.661 -3.083
S 2.626 1.452 -1.613
N 2.616 -0.697 -3.185
C 2.231 -1.581 -2.054
C 0.718 -1.819 -2.050
C 0.301 -2.822 -3.146
C -0.622 -3.846 -2.469
C -0.522 -3.573 -0.958
N 0.160 -2.294 -0.771
C 1.572 3.323 -3.747
C 1.377 4.684 -3.976
C 0.583 5.480 -2.978
F -0.106 6.502 -3.567
F -0.330 4.702 -2.314
F 1.400 6.041 -2.026
C 1.921 5.319 -5.090
H 3.516 2.630 -6.460
H 3.157 0.730 -5.090
H 2.549 -1.097 -4.120
H 2.758 -2.542 -2.190
H 2.591 -1.099 -1.135
H 0.239 -0.842 -2.231
H -0.195 -2.291 -3.966
H 1.180 -3.335 -3.563
H -1.655 -3.710 -2.807
H -0.321 -4.877 -2.684
H -1.523 -3.523 -0.519
H 0.006 -4.389 -0.430
H 0.865 -2.326 -0.041
H 1.101 2.861 -2.877
H 1.748 6.377 -5.256

=====

Here is a structure of composition C5F15O15S5Zn at a distorted geometry from the Open Molecules 2025 dataset. Energies are from the ωB97M-V functional and the def2-TZVPD basis.

Values from the calculation:
net charge = -3
energy above the lowest of the compared OMol25 structures with the same formula, charge and spin = 0.950 eV
highest occupied orbital energy = -2.06 eV
LUMO = 6.77 eV
multiplicity = 1

Element x y z (Å)
Zn 0.113 0.025 0.588
C 3.798 1.659 -1.760
F 5.125 1.794 -1.784
F 3.188 2.796 -2.093
F 3.481 0.787 -2.726
S 3.274 1.047 -0.039
O 3.641 2.164 0.808
O 1.828 0.845 -0.172
O 4.036 -0.178 0.115
C 0.646 -0.844 -3.589
F -0.081 -1.098 -4.689
F 1.921 -1.044 -3.898
F 0.444 0.431 -3.281
S 0.113 -2.016 -2.179
O 1.062 -3.130 -2.292
O 0.211 -1.239 -0.954
O -1.235 -2.360 -2.594
C -1.762 1.355 3.991
F -1.233 0.339 4.665
F -2.616 0.889 3.109
F -2.402 2.161 4.841
S -0.331 2.263 3.130
O 0.665 2.515 4.161
O 0.161 1.283 2.137
O -0.925 3.417 2.479
C -2.905 1.281 -2.422
F -2.084 2.226 -2.893
F -4.144 1.633 -2.795
F -2.578 0.133 -2.976
S -2.882 1.239 -0.552
O -3.961 0.347 -0.175
O -1.539 0.744 -0.205
O -3.071 2.621 -0.158
C 0.008 -3.862 1.402
F -1.006 -4.078 0.570
F -0.093 -4.746 2.434
F 1.165 -4.100 0.787
S -0.004 -2.133 2.149
O -0.057 -2.295 3.601
O 1.207 -1.466 1.651
O -1.178 -1.403 1.610

=====

Here is a structure of composition C32H33N5O2P3PdS5Se2 from the Open Molecules 2025 dataset. Energies are from the ωB97M-V functional and the def2-TZVPD basis.

Values from the calculation:
net charge = +1
energy above the lowest of the compared OMol25 structures with the same formula, charge and spin = 0.000 eV
highest occupied orbital energy (spin up / spin down) = -10.00 / -10.01 eV
LUMO (spin up / spin down) = -2.63 / -4.87 eV
multiplicity = 3

Element x y z (Å)
Pd -1.283 -0.135 -3.080
Se -0.789 1.890 3.242
P -0.102 -0.048 2.802
C -0.834 -1.356 3.813
C -0.185 -2.578 3.975
C -0.777 -3.577 4.730
C -2.015 -3.361 5.321
C -2.660 -2.143 5.162
C -2.069 -1.138 4.411
C 1.692 -0.264 2.924
C 2.369 -1.150 2.089
C 3.737 -1.329 2.236
C 4.427 -0.631 3.217
C 3.752 0.258 4.045
C 2.387 0.446 3.898
C -0.510 -0.531 1.108
C -0.541 0.206 -0.072
N -0.975 -0.640 -1.024
N -1.194 -1.819 -0.481
N -0.913 -1.779 0.803
P -0.172 1.873 -0.567
Se 0.241 1.865 -2.726
C -1.615 2.903 -0.308
C -2.739 2.385 0.330
C -3.874 3.170 0.458
C -3.883 4.465 -0.038
C -2.761 4.982 -0.675
C -1.629 4.200 -0.822
C 1.304 2.447 0.261
C 1.375 3.698 0.860
C 2.571 4.110 1.428
C 3.679 3.275 1.401
C 3.600 2.019 0.813
C 2.412 1.601 0.237
H 0.784 -2.748 3.524
H -0.270 -4.523 4.863
H -2.473 -4.141 5.914
H -3.619 -1.970 5.631
H -2.554 -0.176 4.298
H 1.844 -1.681 1.304
H 4.259 -2.012 1.577
H 5.493 -0.776 3.336
H 4.291 0.806 4.807
H 1.858 1.152 4.526
H -2.725 1.382 0.736
H -4.750 2.766 0.949
H -4.769 5.077 0.070
H -2.772 5.991 -1.065
H -0.764 4.590 -1.347
H 0.501 4.334 0.910
H 2.633 5.079 1.905
H 4.606 3.598 1.856
H 4.453 1.353 0.828
H 2.328 0.600 -0.180
N 3.196 0.132 -3.234
C 2.368 -1.044 -3.669
P 2.605 -2.228 -2.268
O 4.062 -2.492 -2.295
O 1.891 -1.643 -1.086
C 1.590 -3.722 -2.699
N 0.421 -3.741 -1.765
H 2.657 0.667 -2.534
H 3.416 0.768 -3.998
H 4.066 -0.226 -2.816
H 2.786 -1.432 -4.595
H 1.350 -0.686 -3.808
H 2.191 -4.617 -2.554
H 1.233 -3.707 -3.728
H 0.271 -4.643 -1.319
H -0.463 -3.445 -2.203
H 0.603 -3.015 -1.040
C -3.226 -0.357 -6.419
S -2.810 0.717 -5.023
C -3.557 -0.107 -3.653
C -3.272 -1.414 -3.230
S -2.034 -2.390 -3.906
S -4.168 -1.933 -1.831
C -5.001 -0.436 -1.506
S -5.943 -0.193 -0.212
S -4.707 0.787 -2.716
H -2.831 0.150 -7.297
H -4.308 -0.434 -6.500
H -2.768 -1.334 -6.309

=====

Here is a cluster of 2 separate species, C3H7NOS in total at a distorted geometry from the Open Molecules 2025 dataset. Energies are from the ωB97M-V functional and the def2-TZVPD basis.

Values from the calculation:
energy above the lowest of the compared OMol25 structures with the same formula, charge and spin = 7.277 eV
highest occupied orbital energy = -9.01 eV
LUMO = -0.66 eV
multiplicity = 1

Element x y z (Å)
C 1.509 0.461 -1.031
C 0.530 1.219 -0.215
C 0.164 0.374 1.041
H 2.570 -1.574 0.127
H 0.913 -0.404 -1.690
H 2.189 0.952 -1.908
H -0.414 1.743 -0.769
H 0.974 2.117 -0.014
H 0.864 0.418 1.786
H -2.316 -2.063 0.534
N -0.793 -0.384 1.072
O 2.441 -0.085 0.009
S -1.998 -0.634 -0.276